No. 1
Molecular formula: C10H10ClMoNO2
Method: DFT, ωB97M-V with the def2-TZVPD basis set

Geometry (Å):
1 Cl 1.910 -0.272 1.862
2 C 0.654 0.783 -2.223
3 C -0.444 -0.134 -2.332
4 C -0.025 -1.387 -1.759
5 H -1.400 0.068 -2.797
6 C 1.348 -1.261 -1.321
7 C 1.747 0.093 -1.603
8 H 2.743 0.476 -1.413
9 H 0.679 1.791 -2.610
10 H -0.589 -2.310 -1.699
11 C 2.204 -2.359 -0.789
12 Mo 0.017 0.136 -0.211
13 C -2.173 -0.519 -0.065
14 C 0.161 2.252 0.115
15 O -3.294 -0.683 0.142
16 O 0.181 3.377 0.388
17 H 1.619 -3.029 -0.155
18 H 3.009 -1.949 -0.178
19 H 2.644 -2.959 -1.596
20 C -2.295 1.652 3.763
21 C -1.591 1.170 2.609
22 N -1.012 0.744 1.703
23 H -3.056 2.382 3.458
24 H -1.591 2.136 4.452
25 H -2.786 0.818 4.279

Output
Charge   +2
Highest occupied orbital energy (spin up / spin down)   -17.0 / -17.0 eV
HOMO-LUMO gap (spin up / spin down)   7.47 / 6.23 eV
Spin multiplicity   3

These are the Mulliken partial charges, in e, on atoms 1 to 5: Cl -0.2117; C -0.5314; C -0.3902; C -0.8846; H 0.4943

***

No. 2
Molecular formula: C43H34IrN8P2
Method: DFT, ωB97M-V with the def2-TZVPD basis set

Geometry (Å):
1 Ir 1.055 1.330 0.800
2 C 0.848 -3.890 4.793
3 C 2.126 -4.142 4.281
4 C 2.696 -3.318 3.333
5 C 1.972 -2.207 2.915
6 C 2.305 -1.091 2.075
7 N 1.235 -0.222 2.040
8 C 0.245 -0.702 2.866
9 N -0.878 -0.094 3.177
10 C -1.250 1.083 2.709
11 C -2.294 1.883 3.289
12 C -3.100 1.706 4.401
13 C -3.961 2.729 4.746
14 C -4.045 3.896 3.985
15 C -3.260 4.080 2.863
16 C -2.367 3.072 2.525
17 C -1.368 2.958 1.500
18 N -1.119 3.887 0.599
19 C -0.037 3.941 -0.144
20 N 1.071 3.134 -0.030
21 C 2.049 3.588 -0.891
22 N 3.303 3.194 -0.885
23 C 3.766 2.185 -0.169
24 N 3.015 1.132 0.303
25 C 3.846 0.279 0.984
26 N 3.507 -0.830 1.618
27 C 5.183 0.795 0.954
28 C 6.345 0.373 1.585
29 C 7.464 1.174 1.475
30 C 7.426 2.380 0.771
31 C 6.274 2.807 0.136
32 C 5.139 2.009 0.225
33 C 1.519 4.685 -1.647
34 C 2.049 5.499 -2.640
35 C 1.302 6.580 -3.064
36 C 0.038 6.850 -2.529
37 C -0.530 6.017 -1.587
38 C 0.214 4.929 -1.149
39 N -0.730 1.748 1.631
40 C 0.676 -1.951 3.433
41 C 0.105 -2.805 4.371
42 H 0.460 -4.555 5.548
43 H 2.686 -4.985 4.660
44 H 3.678 -3.513 2.931
45 H -3.028 0.799 4.978
46 H -4.573 2.634 5.630
47 H -4.729 4.673 4.295
48 H -3.327 4.978 2.266
49 H 6.346 -0.545 2.153
50 H 8.379 0.873 1.959
51 H 8.313 2.999 0.748
52 H 6.251 3.745 -0.396
53 H 3.021 5.281 -3.053
54 H 1.704 7.245 -3.814
55 H -0.498 7.726 -2.864
56 H -1.516 6.191 -1.184
57 H -0.876 -2.591 4.767
58 C 1.530 -4.068 -0.329
59 P 0.408 -2.614 -0.499
60 C -0.911 -3.156 0.665
61 C -0.437 -3.033 -2.075
62 C -0.982 -4.261 -2.418
63 C -1.592 -4.437 -3.649
64 C -1.657 -3.382 -4.547
65 C -1.131 -2.145 -4.212
66 C -0.517 -1.969 -2.977
67 P 0.198 -0.383 -2.412
68 C -0.127 0.830 -3.739
69 C 2.017 -0.549 -2.485
70 H 0.972 -5.004 -0.322
71 H 2.067 -3.959 0.614
72 H 2.247 -4.073 -1.148
73 H -1.152 -4.207 0.515
74 H -1.808 -2.555 0.519
75 H -0.553 -3.002 1.682
76 H -0.941 -5.087 -1.722
77 H -2.022 -5.395 -3.906
78 H -2.134 -3.521 -5.506
79 H -1.195 -1.332 -4.919
80 H -1.201 0.920 -3.907
81 H 0.377 0.562 -4.669
82 H 0.246 1.790 -3.374
83 H 2.301 -1.234 -3.284
84 H 2.381 -0.923 -1.532
85 H 2.440 0.439 -2.671
86 C -0.433 0.367 -0.938
87 H -0.978 -0.371 -0.352
88 H -1.115 1.164 -1.243

Output
Charge   0
Highest occupied orbital energy (spin up / spin down)   -6.0 / -6.1 eV
HOMO-LUMO gap (spin up / spin down)   5.02 / 5.15 eV
Spin multiplicity   2

These are the Mulliken partial charges, in e, on atoms 1 to 5: Ir 0.9416; C -0.7589; C -0.7038; C 0.1284; C 0.9302

***

No. 3
Molecular formula: C4H5NS2
Method: DFT, ωB97M-V with the def2-TZVPD basis set

Geometry (Å):
1 N 0.133 -1.336 2.497
2 C 0.130 -0.944 1.428
3 C 0.287 -0.333 0.171
4 S 1.184 1.286 0.093
5 S -0.196 2.786 0.600
6 C 0.478 -1.167 -1.106
7 C -0.867 -0.484 -0.808
8 H 0.060 3.329 1.810
9 H 0.599 -2.103 -0.869
10 H 1.076 -0.582 -1.845
11 H -1.001 0.350 -1.388
12 H -1.883 -0.801 -0.583

Output
Charge   0
Highest occupied orbital energy   -9.6 eV
HOMO-LUMO gap   9.69 eV
Spin multiplicity   1
SMILES string   N#CC1(SS)CC1

These are the Mulliken partial charges, in e, on atoms 1 to 5: N -0.4202; C 0.1246; C 0.5016; S -0.0583; S -0.2056

***

No. 4
Molecular formula: C7H13O2P
Method: DFT, ωB97M-V with the def2-TZVPD basis set

Geometry (Å):
1 C -1.094 -2.598 -0.335
2 C -0.525 -1.224 -0.356
3 C 0.693 -0.745 -0.519
4 C 0.975 0.683 -0.375
5 C 1.682 1.340 -1.611
6 C 1.824 0.847 0.880
7 O -0.260 1.406 -0.234
8 P -1.673 0.497 -0.081
9 C -2.021 0.541 1.687
10 O -2.716 0.819 -1.121
11 H -0.792 -3.070 -1.405
12 H -2.116 -2.742 -0.182
13 H -0.665 -3.304 0.420
14 H 1.472 -1.464 -0.742
15 H 0.961 1.051 -2.504
16 H 2.662 0.980 -1.685
17 H 1.547 2.493 -1.458
18 H 1.636 1.885 1.296
19 H 2.960 0.680 0.795
20 H 1.475 0.068 1.528
21 H -2.939 0.090 1.962
22 H -1.107 0.143 2.101
23 H -1.980 1.625 1.940

Output
Charge   0
Highest occupied orbital energy   -9.6 eV
HOMO-LUMO gap   10.31 eV
Spin multiplicity   1
SMILES string   CC1=CC(C)(C)O[P@@]1(C)=O

These are the Mulliken partial charges, in e, on atoms 1 to 5: C -1.2262; C 0.6209; C -1.2162; C 1.8197; C -1.4900

***

No. 5
Molecular formula: C10H13NO2
Method: DFT, ωB97M-V with the def2-TZVPD basis set

Geometry (Å):
1 N 3.855 -1.458 0.161
2 C 2.734 -0.696 0.038
3 C 2.377 -0.324 -1.269
4 C 1.252 0.507 -1.467
5 C 0.574 1.080 -0.386
6 C -0.783 1.834 -0.291
7 C -2.337 1.024 -0.403
8 C -2.648 0.085 0.809
9 C -2.674 -1.341 0.154
10 O -3.692 -1.964 -0.420
11 O -1.502 -1.646 -0.528
12 C 0.962 0.596 0.918
13 C 1.956 -0.118 1.105
14 H 3.499 -2.476 -0.339
15 H 4.218 -1.609 1.317
16 H 2.619 -1.007 -2.083
17 H 0.843 0.478 -2.635
18 H -0.797 2.429 0.698
19 H -0.773 2.831 -0.928
20 H -2.313 0.260 -1.269
21 H -3.107 1.913 -0.378
22 H -2.201 0.126 1.930
23 H -3.673 -0.041 1.337
24 H -0.862 -1.056 -0.140
25 H 0.305 0.835 1.807
26 H 2.169 -0.262 2.262

Output
Charge   0
Highest occupied orbital energy   -8.4 eV
HOMO-LUMO gap   8.86 eV
Spin multiplicity   1
SMILES string   Nc1ccc(CCCC(=O)O)cc1

These are the Mulliken partial charges, in e, on atoms 1 to 5: N -0.6480; C 0.4326; C -0.3096; C 0.0396; C 0.0936

***

No. 6
Molecular formula: C19H18N6O2
Method: DFT, ωB97M-V with the def2-TZVPD basis set

Geometry (Å):
1 C -0.531 0.946 -4.321
2 N -1.859 1.195 -3.721
3 N -2.897 1.544 -4.498
4 C -3.912 1.653 -3.701
5 C -3.545 1.348 -2.347
6 C -2.219 0.998 -2.394
7 C -1.397 0.497 -1.260
8 C -1.861 0.403 0.069
9 C -0.985 -0.046 1.069
10 C 0.330 -0.418 0.740
11 C 0.677 -0.347 -0.578
12 C 2.002 -0.880 -0.646
13 N 2.474 -1.188 0.536
14 N 1.482 -0.915 1.415
15 C 1.662 -0.861 2.895
16 C 2.649 0.229 3.375
17 C 2.302 1.619 2.936
18 C 2.945 2.163 1.799
19 C 2.607 3.417 1.299
20 C 1.585 4.106 1.923
21 C 0.963 3.652 3.065
22 C 1.357 2.404 3.603
23 C 2.022 -2.201 3.495
24 O 1.561 -2.547 4.596
25 N 2.901 -3.099 2.882
26 O 3.036 -4.453 3.346
27 N -0.152 0.127 -1.541
28 H -0.580 1.026 -5.415
29 H -0.136 -0.066 -4.120
30 H 0.189 1.684 -3.936
31 H -4.929 1.879 -4.035
32 H -4.255 1.285 -1.514
33 H -2.864 0.713 0.304
34 H -1.369 -0.060 2.087
35 H 2.502 -1.006 -1.605
36 H 0.703 -0.576 3.316
37 H 2.769 0.272 4.445
38 H 3.642 -0.049 2.967
39 H 3.662 1.590 1.225
40 H 3.002 3.811 0.378
41 H 1.331 5.076 1.502
42 H 0.255 4.336 3.516
43 H 0.886 2.016 4.523
44 H 3.352 -2.839 1.994
45 H 2.456 -4.628 4.146

Output
Charge   0
Highest occupied orbital energy   -8.8 eV
HOMO-LUMO gap   8.74 eV
Spin multiplicity   1
SMILES string   Cn1nccc1-c1ccc2c(cnn2[C@H](Cc2ccccc2)C(=O)NO)n1

These are the Mulliken partial charges, in e, on atoms 1 to 5: C -0.6767; N 0.8329; N -1.1660; C -0.4712; C -0.5079

***

Asked for calculated total energy across the records above, the calculation gives -30476.8469 -78483.0629 -27387.4776 -20853.4146 -16160.0764 -33028.0286 eV in order.
Asked for energy relative to the best compared isomer or geometry (same formula, charge and spin) across the records above, the calculation gives 0.991 0.775 2.238 1.722 6.623 2.318 eV in order.